Formula: C33H90O13V
Source: OMol25
Level of theory: the ωB97M-V functional and the def2-TZVPD basis

Structure (XYZ):
```
137
Properties=species:S:1:pos:R:3:forces:R:3
V -0.335 -0.726 0.208 0.4 0.4 0.1
O 1.097 0.905 -0.091 -0.1 -0.1 -1.0
H 1.069 1.641 -0.733 -0.4 -0.5 0.6
O -1.550 -2.376 0.624 -0.2 0.1 0.6
H -1.702 -2.808 1.487 0.2 1.1 -0.3
C 0.858 5.480 1.101 0.2 -0.9 -1.0
C 1.510 4.173 0.450 1.1 -0.2 1.0
C 2.908 4.420 -0.202 0.1 1.0 -0.2
O 1.552 3.068 1.367 0.2 1.8 0.9
H 0.375 6.014 0.282 0.1 0.2 -0.1
H 1.538 6.179 1.589 0.4 -0.3 -0.1
H 0.053 5.300 1.813 0.1 -0.6 0.0
H 0.917 3.850 -0.405 -0.5 0.3 0.0
H 3.400 3.587 -0.705 -0.9 -0.5 -0.4
H 3.799 4.768 0.320 -0.5 0.3 1.4
H 2.747 5.240 -0.902 0.0 -0.2 -0.5
H 1.431 2.248 0.884 -0.2 -0.8 -0.3
C -0.691 3.593 -3.229 0.5 0.0 0.5
C 0.473 4.557 -3.456 0.1 -2.7 1.4
C 0.252 5.195 -4.718 0.2 1.6 -2.2
O 0.485 5.397 -2.301 0.3 0.4 -1.1
H -0.991 2.940 -4.048 0.5 -0.1 0.0
H -1.540 4.252 -3.048 -0.2 -0.2 0.4
H -0.379 3.036 -2.345 -0.8 -0.3 0.1
H 1.423 4.029 -3.537 0.1 -0.2 0.6
H -0.029 4.439 -5.451 -0.2 0.2 -0.1
H 1.145 5.672 -5.121 -0.1 0.4 0.1
H -0.556 5.914 -4.577 -0.2 0.2 -0.6
H -0.084 6.093 -2.639 -0.1 0.7 0.8
C 3.202 -3.578 -0.121 -0.7 -0.5 1.2
C 2.315 -2.875 -1.113 0.3 1.5 -0.3
C 2.154 -3.599 -2.417 1.0 -0.6 -0.3
O 1.035 -2.507 -0.585 -0.3 0.4 0.5
H 3.571 -2.881 0.632 -0.1 0.1 0.0
H 4.062 -4.126 -0.507 -0.2 0.1 -0.4
H 2.548 -4.271 0.407 0.2 -0.4 0.2
H 2.761 -1.886 -1.220 0.2 0.0 -0.7
H 3.114 -4.067 -2.633 0.3 0.3 -0.4
H 1.878 -2.956 -3.252 -0.3 -0.1 0.1
H 1.544 -4.500 -2.342 -0.7 0.3 0.1
H 0.383 -3.162 -0.844 -0.4 -0.6 0.3
C -0.944 -1.154 3.861 -0.7 -0.2 0.1
C 0.522 -1.024 3.572 -0.1 -1.0 0.1
C 1.237 -2.307 4.079 0.5 1.2 -0.2
O 0.758 -0.818 2.153 -0.7 0.0 0.7
H -1.130 -1.369 4.913 0.5 -0.3 0.2
H -1.332 -2.009 3.307 -0.4 0.3 -0.1
H -1.499 -0.225 3.738 0.0 -0.1 -0.8
H 0.776 -0.139 4.155 1.0 0.1 -0.3
H 0.764 -3.239 3.768 -0.4 0.2 0.2
H 1.304 -2.171 5.159 -0.2 -0.6 0.1
H 2.262 -2.401 3.720 0.1 0.4 -0.1
H 1.652 -0.485 2.045 0.5 0.1 -0.2
C -1.267 -5.483 2.271 0.1 -0.5 -0.8
C -0.271 -5.444 1.127 1.6 -0.2 -1.2
C 0.284 -6.835 0.638 -2.2 -0.3 0.3
O -0.862 -4.703 0.018 1.3 -2.9 0.2
H -0.871 -6.002 3.143 -0.2 0.0 0.0
H -2.133 -5.981 1.835 -0.1 -0.4 0.5
H -1.630 -4.490 2.536 0.3 0.1 0.2
H 0.692 -5.011 1.398 -0.2 1.1 0.5
H 0.632 -7.514 1.416 0.3 0.6 0.6
H 1.038 -6.853 -0.149 -0.2 0.6 0.0
H -0.598 -7.387 0.313 -0.1 -0.1 -0.7
H -1.249 -3.905 0.387 -0.2 1.2 -0.2
C 5.071 1.473 1.269 0.4 0.3 -1.3
C 4.606 0.493 0.194 -3.1 0.6 0.5
C 5.546 -0.504 -0.339 2.1 -0.8 0.7
O 3.400 -0.086 0.781 1.4 -1.7 0.4
H 5.658 2.246 0.772 0.7 0.0 0.3
H 5.610 0.941 2.052 0.1 0.2 0.0
H 4.220 2.033 1.656 -0.1 -0.4 0.1
H 4.234 0.976 -0.710 0.0 0.9 0.0
H 6.023 -1.071 0.460 -0.3 -0.4 0.2
H 6.415 0.022 -0.734 0.0 0.3 -0.4
H 5.230 -1.199 -1.117 -0.5 0.2 0.2
H 2.604 0.294 0.403 -0.7 0.7 -0.8
C -1.243 2.031 5.941 0.9 -0.7 0.5
C -1.572 2.742 4.647 -0.9 0.2 -0.9
C -1.568 4.231 4.779 -0.3 2.0 0.5
O -0.790 2.367 3.504 -0.1 -0.4 0.8
H -1.475 0.966 5.960 -0.5 0.0 -0.3
H -1.686 2.489 6.825 -0.3 0.1 -0.2
H -0.176 2.003 6.159 0.4 0.5 -0.2
H -2.586 2.486 4.339 -0.2 -0.3 0.2
H -0.611 4.751 4.804 0.5 -0.6 0.3
H -2.109 4.557 5.668 0.1 -0.2 0.4
H -2.077 4.818 4.014 -0.2 -0.7 -0.6
H 0.111 2.559 3.773 0.5 0.0 -0.6
C -4.625 -3.536 -1.224 -0.4 0.2 -0.9
C -4.861 -3.173 0.197 0.3 0.0 1.0
C -4.472 -4.302 1.202 0.1 0.5 -0.9
O -4.126 -1.996 0.450 -1.2 0.7 0.5
H -5.177 -2.796 -1.804 -0.3 -0.2 -0.4
H -4.965 -4.549 -1.437 0.2 0.0 -0.4
H -3.593 -3.332 -1.511 0.2 -0.7 0.3
H -5.883 -2.810 0.311 -0.3 -0.6 0.3
H -5.077 -5.209 1.197 -0.8 0.4 0.2
H -4.376 -3.836 2.183 0.0 -0.4 0.1
H -3.531 -4.745 0.875 0.4 0.5 0.1
H -3.188 -2.201 0.441 1.3 -0.1 0.0
C -4.087 1.419 1.703 1.3 -0.1 -0.4
C -2.955 1.375 0.577 -2.6 -0.1 -0.6
C -2.832 2.713 -0.138 0.8 1.1 1.1
O -1.721 0.913 1.076 -0.2 -0.3 -0.4
H -4.049 0.574 2.390 0.1 -0.5 -0.5
H -5.084 1.463 1.265 0.1 0.1 0.0
H -3.929 2.247 2.394 0.0 0.6 -0.3
H -3.310 0.716 -0.216 0.2 -0.8 0.4
H -2.165 2.780 -0.998 -0.1 -0.6 -0.1
H -2.356 3.361 0.597 0.1 0.5 0.1
H -3.760 3.230 -0.385 -0.3 -0.5 0.0
H -1.506 1.547 1.764 1.0 0.1 0.6
C 3.583 -0.007 -3.716 -0.3 0.7 1.5
C 2.377 0.992 -3.572 1.8 -0.6 -3.2
C 1.877 1.394 -4.994 -0.4 0.2 -0.6
O 1.352 0.418 -2.887 -1.7 -0.5 0.2
H 3.967 -0.174 -2.710 0.3 0.4 0.3
H 4.374 0.472 -4.294 0.0 -0.4 -0.2
H 3.371 -1.050 -3.951 -0.5 0.3 -1.0
H 2.794 1.922 -3.185 -0.1 0.0 0.8
H 1.532 2.423 -5.096 0.1 0.2 0.5
H 1.021 0.839 -5.379 -0.1 -0.6 0.5
H 2.604 1.299 -5.801 0.5 -0.1 0.3
H 1.356 0.542 -1.935 0.5 -0.1 0.9
C -2.914 0.333 -3.280 -1.0 1.6 -1.2
C -2.376 -0.811 -2.536 0.6 -0.5 1.6
C -2.099 -2.042 -3.307 -0.4 -1.4 -1.1
O -1.134 -0.380 -1.961 0.3 0.1 1.2
H -2.875 1.248 -2.688 -0.1 -0.1 0.3
H -3.930 0.236 -3.665 -0.2 -0.3 0.3
H -2.350 0.579 -4.180 0.5 -0.3 -0.1
H -2.962 -1.063 -1.653 -0.4 0.1 -0.1
H -1.789 -1.801 -4.324 0.3 0.0 -0.1
H -2.961 -2.700 -3.414 -0.3 0.3 -0.1
H -1.368 -2.695 -2.830 0.2 0.3 0.1
H -0.529 -0.169 -2.676 0.7 0.2 -0.2
```
Forces are in eV/Å.

## Properties
ΔE to the lowest compared entry with this formula, charge and spin, kJ/mol: 122.1
E_HOMO (spin up / spin down), eV: -7.06 / -9.14
E_LUMO (spin up / spin down), eV: 0.6 / 0.6
Multiplicity: 4
Frontier orbital gap (spin up / spin down), hartree: 0.2831 / 0.3596
E, eV: -87985.5304

Results of the Löwdin charge analysis, in e, for atoms 1 through 2: V 0.93; O -0.37